Entry 1:
Entry from the Open Molecules 2025 dataset: a 21-piece molecular cluster, C62H166O21 overall (wB97M-V/def2-TZVPD).

The relative energy (zero: lowest compared OMol25 entry of this formula, charge and spin) comes out at 0.0 kcal per mole. The calculation puts the orbital gap at 9.914 eV. The value obtained for the HOMO energy is -9.47 eV.

Last column: Löwdin charge in e.
Atoms and positions in Å:
O: 4.8754 1.9404 1.0999  -0.070
O: 3.2158 -5.1636 -2.4130  -0.039
O: -0.5534 -6.5240 3.2100  -0.165
O: 4.8901 -3.0447 -1.4796  -0.074
O: -6.4631 3.1800 0.2447  -0.047
O: -1.8861 -2.1785 -1.0503  -0.096
O: -4.5136 -3.5415 5.3556  -0.180
O: -1.8684 2.5730 2.7375  -0.193
O: 1.0944 -0.8555 -4.2461  -0.102
O: -1.7027 -0.9417 7.0073  -0.079
O: 0.9435 2.8440 3.3558  -0.106
O: 5.5368 -6.5981 4.3758  -0.040
O: 2.8795 5.3622 -5.8077  -0.204
O: -0.9557 1.0044 -4.8090  -0.089
O: 5.5390 -0.4333 -5.0818  -0.148
O: -3.4503 1.3900 -3.6850  -0.098
O: -1.2909 7.4821 -0.8133  -0.184
O: -3.9310 2.7585 -1.3816  -0.082
O: 2.8931 0.7862 3.0976  -0.067
O: -2.5504 -4.6905 -0.0109  -0.105
O: -0.0445 -0.5187 0.0858  -0.179
C: 3.3726 5.4278 -7.1553  -0.251
C: 5.8118 0.8586 -4.4819  -0.255
C: -1.5774 -5.7117 3.7670  -0.245
C: 3.5386 0.6269 5.3621  -0.045
C: 0.2368 -1.9698 6.2133  -0.078
C: -3.4666 -5.6000 -0.6049  -0.321
C: 3.9549 -1.2369 3.7761  -0.046
C: 0.6501 -1.1722 1.1441  -0.215
C: -3.9825 -2.7158 3.2279  -0.070
C: 4.0436 -1.8908 -1.5452  -0.302
C: -2.1960 1.1868 2.7942  -0.244
C: -0.2800 -2.2686 1.7346  -0.039
C: -2.2109 4.3051 -1.9600  -0.032
C: 2.3365 4.6523 -7.9959  -0.065
C: 4.6329 -0.5628 -1.1106  -0.067
C: -2.4401 3.2410 1.6114  -0.206
C: -3.5547 -0.6931 -0.3501  -0.054
C: -0.3676 -2.7469 -4.4304  -0.061
C: 0.5883 2.6971 -4.7884  -0.014
C: -0.0528 1.3952 -1.3544  -0.044
C: -8.2704 2.8482 1.7873  -0.057
C: 6.4452 -1.3921 -4.5802  -0.305
C: 0.7722 -2.1200 -3.6796  -0.295
C: -3.3285 8.5228 -1.2621  -0.060
C: -3.6759 4.1181 -1.6401  -0.473
C: 6.2153 -2.6976 -5.3044  -0.070
C: -0.4924 1.9999 -5.6249  -0.473
C: 5.0296 -5.3364 4.1452  -0.494
C: -0.8123 -1.9982 7.2938  -0.326
C: 0.7234 3.7051 4.4372  -0.315
C: 2.9997 -0.1325 4.1580  -0.496
C: -5.2208 -4.8930 7.1257  -0.065
C: -1.8972 8.3700 -1.7105  -0.308
C: 0.4033 0.8145 -0.0619  -0.254
C: 4.1727 3.3054 -0.8101  -0.071
C: -4.3728 0.4889 -4.2502  -0.307
C: 2.0279 4.4633 4.6940  -0.064
C: -4.5736 4.5721 -2.7803  -0.038
C: -7.0444 2.2587 1.1334  -0.511
C: -4.4409 -3.6186 6.7825  -0.266
C: 3.0311 5.7200 -3.5335  -0.059
C: 2.9747 -4.9848 -0.1361  -0.040
C: -0.4835 -6.4953 1.8161  -0.295
C: 4.4841 1.5935 -4.5911  -0.078
C: -5.7649 0.9379 -3.9377  -0.072
C: 5.6147 -4.8340 2.7751  -0.035
C: -0.0095 1.3147 -6.9175  -0.039
C: -3.7768 -2.4735 4.7043  -0.256
C: -2.0159 4.7456 1.7959  -0.029
C: 2.4421 -5.6387 -1.4049  -0.481
C: 3.5055 -5.5262 4.0179  -0.056
C: 0.6108 6.3214 -0.0591  -0.062
C: -1.3757 0.4729 3.8728  -0.035
C: 0.0725 7.2873 -1.1256  -0.277
C: 0.9479 -5.3142 -1.7056  -0.018
C: -1.2683 -5.7401 5.2615  -0.054
C: -5.9931 1.8350 2.1396  -0.060
C: 0.2747 -7.7283 1.3041  -0.053
C: -2.8560 -1.3006 -1.5248  -0.308
C: -2.7509 -6.3652 -1.6590  -0.094
C: 3.7202 5.9671 -4.8773  -0.281
C: 3.8835 2.7760 0.5570  -0.345
H: -6.1776 -4.9193 6.6043  0.077
H: 7.4654 -1.0409 -4.7355  0.116
H: 2.8773 -5.5507 -3.2237  0.112
H: -1.1296 1.5304 -1.4568  0.069
H: 4.5657 2.6393 -4.2950  0.069
H: -7.9873 3.4606 2.6434  0.075
H: -4.7496 -5.7839 6.7106  0.070
H: -5.2407 -5.0050 8.2098  0.073
H: 1.3149 5.0153 -7.8831  0.076
H: -0.2640 0.3386 -4.8163  0.049
H: 3.9126 0.2513 -1.0293  0.062
H: -2.5726 1.1604 -3.9989  0.044
H: -2.1335 -7.1568 -1.2344  0.068
H: -4.9962 -2.4836 2.9015  0.078
H: -2.0781 -5.6632 -2.1516  0.065
H: 1.9490 5.8486 -3.5579  0.069
H: 1.6986 6.2525 -0.0637  0.068
H: 4.5305 1.0575 5.2247  0.090
H: -1.2683 -1.8769 1.9754  0.055
H: 3.8726 -1.6877 -2.6024  0.098
H: -1.2633 -2.1280 -4.3769  0.076
H: 2.5647 -5.2796 0.8299  0.070
H: 6.3933 -1.6148 -3.5145  0.104
H: -1.7776 7.9755 -2.7195  0.119
H: -2.5436 -6.1121 3.4600  0.124
H: -2.4536 -0.4575 -2.0864  0.097
H: -3.5164 -1.8682 -2.1804  0.115
H: -1.4135 -6.7205 5.7153  0.077
H: 3.3178 -6.3007 3.2743  0.074
H: -1.9277 3.8418 -2.9051  0.076
H: 0.1684 -2.7431 2.6074  0.073
H: 0.0757 2.5784 3.0428  0.038
H: -1.9775 0.7778 1.8077  0.084
H: 1.6922 -2.6838 -3.8344  0.109
H: 1.9003 5.0274 5.6179  0.078
H: 6.6052 1.4440 -4.9466  0.118
H: -3.7631 9.2690 -1.9272  0.077
H: -3.8661 2.3318 -2.2391  0.027
H: 3.4076 6.3189 -2.7042  0.075
H: 3.6487 3.5734 1.2621  0.109
H: -3.4612 -6.8443 -2.3327  0.077
H: 1.2683 -7.7245 1.7523  0.069
H: -0.0892 4.4157 4.2861  0.109
H: -1.5501 3.6944 -1.3447  0.048
H: -8.9142 3.4876 1.1834  0.080
H: -5.6561 2.7368 2.6508  0.088
H: 0.8924 0.7089 -6.8305  0.075
H: -0.5920 -3.7338 -4.0257  0.062
H: 3.2053 4.6908 -3.2199  0.042
H: 6.7013 -4.9027 2.7234  0.075
H: -0.0822 -2.9547 -5.4616  0.081
H: -3.8857 -1.3977 0.4129  0.073
H: -1.2390 -2.9990 7.3601  0.087
H: -2.3956 -0.8745 7.6683  0.087
H: 0.2090 5.3087 -0.0907  0.057
H: -1.9029 5.3483 -1.8896  0.071
H: -0.7927 0.6282 -7.2390  0.079
H: 0.3160 6.7235 0.9102  0.074
H: 1.4913 0.8322 0.0031  0.103
H: 0.1179 3.0126 -3.8571  0.062
H: 2.8145 3.7180 4.8127  0.060
H: -2.8652 -0.0506 0.1975  0.055
H: 0.9699 3.5960 -5.2725  0.063
H: 0.2904 -7.6737 0.2156  0.057
H: -3.8723 -3.7757 2.9983  0.077
H: -1.6394 -0.5842 3.9062  0.047
H: 6.0663 0.8238 -3.4226  0.095
H: 3.4751 6.4802 -7.4201  0.112
H: -8.9203 2.0873 2.2194  0.079
H: -3.2709 1.0606 2.9238  0.109
H: 2.6654 4.7910 -9.0258  0.071
H: 4.7330 5.5777 -4.9809  0.119
H: 3.0103 -4.6107 3.6942  0.061
H: -2.1852 5.3962 0.9378  0.056
H: 4.3388 2.4320 -1.4408  0.052
H: 5.4633 -0.3001 -1.7659  0.054
H: -1.3575 2.5774 -5.9507  0.144
H: -4.6553 5.6590 -2.7824  0.068
H: -4.3043 -5.0801 -1.0695  0.108
H: 2.7002 -3.9383 -0.0034  0.066
H: 0.5251 3.0832 5.3102  0.111
H: -6.0040 1.9366 -4.3033  0.074
H: -3.3940 -3.7342 7.0630  0.083
H: 1.6946 -1.0101 -4.9792  0.093
H: 3.3316 3.8295 -1.2639  0.056
H: -5.6928 2.7983 -0.1825  0.044
H: -4.1821 0.4281 -5.3216  0.116
H: -6.3156 1.0883 2.8651  0.084
H: 0.9633 -2.7673 6.3692  0.080
H: 0.5948 -2.0103 -2.6097  0.102
H: -2.0105 2.7932 0.7153  0.094
H: -1.4186 9.3487 -1.6759  0.117
H: -2.7048 -2.5739 4.8743  0.091
H: 0.8256 -4.2332 -1.6366  0.070
H: 0.8628 -1.0793 6.2700  0.064
H: 4.0797 -1.9673 4.5755  0.080
H: 2.8666 1.4542 5.5900  0.067
H: -7.3713 1.4077 0.5358  0.131
H: 4.0583 -5.0616 -0.0476  0.079
H: 2.2183 1.4495 3.2595  0.044
H: 5.3082 -4.6145 4.9128  0.129
H: 3.0379 -5.8134 4.9598  0.073
H: 5.6463 -6.6828 5.3258  0.096
H: -3.3711 -1.9867 2.6962  0.046
H: -3.8801 -6.2855 0.1348  0.111
H: 6.1239 -2.5876 -6.3850  0.077
H: 7.0768 -3.3285 -5.0858  0.076
H: 2.3433 3.6031 -7.7006  0.062
H: -3.5196 3.1058 1.5447  0.098
H: 3.5814 -1.7531 2.8917  0.067
H: -5.9321 1.0475 -2.8661  0.071
H: 0.0135 2.0193 -7.7489  0.073
H: 5.2491 -5.4206 1.9322  0.061
H: -1.4935 -6.5613 1.4115  0.098
H: 4.3686 4.9991 -7.2668  0.113
H: 5.3697 -3.2300 -4.8689  0.066
H: -0.2838 -2.0169 5.2568  0.058
H: 3.6835 1.0315 -4.1102  0.061
H: 5.0675 -0.6538 -0.1151  0.076
H: -4.2197 -0.5490 -3.9545  0.097
H: 0.3159 0.7639 -2.1629  0.074
H: 1.4802 2.0830 -4.6638  0.073
H: -3.8420 7.5641 -1.3351  0.065
H: 0.4901 2.3214 -1.5428  0.080
H: 0.1345 6.7891 -2.0931  0.096
H: 2.9715 2.1790 0.5599  0.084
H: 4.4602 1.5279 1.8609  0.047
H: 0.6671 8.1937 -1.2391  0.120
H: -4.4146 -0.1365 -0.7227  0.076
H: 0.5759 -5.5642 -2.6992  0.074
H: 3.5607 -0.1285 6.1477  0.079
H: 2.6125 -6.7077 -1.2777  0.136
H: -0.2441 -8.6326 1.6222  0.077
H: -5.6200 4.2776 -2.6999  0.081
H: -3.9458 4.6003 -0.7006  0.131
H: -2.3376 -3.9384 -0.5683  0.032
H: -0.9648 4.8003 2.0792  0.053
H: 3.1110 -1.9754 -0.9873  0.087
H: -3.3379 8.9628 -0.2649  0.083
H: 4.9201 -0.8984 3.3996  0.090
H: -0.2328 -5.4427 5.4275  0.070
H: -0.4333 -3.0949 1.0405  0.059
H: 4.1392 1.5350 -5.6235  0.071
H: 2.0239 -0.5324 4.4337  0.112
H: -1.4471 -4.6767 3.4512  0.101
H: 0.2641 -5.7447 -0.9741  0.051
H: 4.3440 -3.8002 -1.7090  0.014
H: -1.6797 0.8755 4.8390  0.086
H: -1.8432 -5.0568 5.8864  0.046
H: 5.3924 -3.7799 2.6095  0.062
H: 1.5402 -1.6832 0.7772  0.103
H: -1.2357 -1.6694 -0.5609  0.034
H: -6.5448 0.3178 -4.3796  0.080
H: -4.7829 -2.6705 7.1976  0.114
H: -4.2343 4.2405 -3.7616  0.080
H: -5.1777 1.3498 1.6031  0.056
H: 2.2449 5.0685 3.8138  0.075
H: 0.0650 1.3939 0.7971  0.111
H: -0.0117 -5.5735 1.4760  0.099
H: 5.1021 3.8699 -0.8848  0.086
H: -2.5892 5.2197 2.5926  0.077
H: -0.4144 -1.8291 8.2943  0.112
H: -0.3106 0.6028 3.6811  0.064
H: 0.9889 -0.5167 1.9464  0.095
H: 3.6667 7.0240 -5.1385  0.115
H: -4.1051 -1.4705 4.9767  0.119

Forces on the atoms, in the same order (eV/Å):
0.892 0.189 -0.466
1.411 0.718 -2.156
0.200 -0.169 0.376
0.170 1.378 0.733
-0.345 1.051 -0.080
0.685 -1.237 -0.686
0.469 1.021 -0.094
-0.141 -0.300 0.544
-0.186 1.065 0.010
-0.607 0.070 -0.393
0.179 -0.176 -0.838
1.267 -1.203 0.887
0.192 -1.100 -1.368
-1.749 -1.633 1.224
0.845 1.065 1.360
-0.444 0.049 0.421
0.775 0.364 0.212
-0.289 -0.585 0.757
0.363 -0.487 -1.388
-0.426 -0.757 1.249
0.385 -0.126 0.557
-1.594 -0.355 0.755
-1.738 0.095 -0.073
1.221 -0.120 0.797
-0.423 -0.485 0.230
0.467 0.032 0.503
0.210 0.717 -0.112
-0.295 -0.511 -1.066
-0.914 -1.680 0.693
-0.858 0.587 -0.011
-0.028 0.697 -0.994
0.347 -0.152 -0.426
0.437 0.203 -0.444
0.775 -0.237 0.005
1.034 0.659 0.054
1.434 -0.755 0.990
1.027 1.387 0.308
-0.785 0.351 0.431
-0.165 -0.636 0.168
-0.329 1.360 -1.274
0.537 -0.129 -0.816
-0.370 0.531 0.885
0.409 -0.657 -0.754
0.800 -0.316 -0.572
0.301 0.498 -0.723
-0.289 -0.237 -0.131
0.408 -0.361 0.397
1.526 0.083 -1.239
-1.009 0.996 -2.432
0.548 0.238 0.667
1.097 0.353 1.032
1.124 1.061 0.603
0.414 0.389 -0.029
-0.321 -0.021 0.418
0.207 0.229 0.399
0.613 -0.966 -0.672
0.002 -0.311 -0.890
-0.768 -0.655 -0.192
-0.488 0.997 -0.073
-0.228 -0.561 -0.321
0.182 -0.678 -1.499
0.733 -0.447 0.556
-0.487 0.621 1.184
-0.254 -0.959 -0.494
-0.033 -0.247 -0.781
-0.856 0.692 0.095
-0.043 0.005 0.732
-0.665 0.410 -0.461
-0.584 -1.506 -0.267
-0.657 -0.774 -0.071
-2.027 -0.431 2.174
0.144 0.849 0.069
0.214 0.699 0.279
-0.982 0.606 -0.258
0.052 -1.924 0.281
0.373 0.303 0.867
-0.370 -0.018 0.549
-0.054 -0.382 -0.029
-0.307 0.785 0.644
-0.407 0.257 0.357
0.342 -0.755 -0.417
-1.400 0.643 0.422
-1.200 0.101 1.051
-0.331 0.455 0.612
0.256 0.097 -0.251
0.266 0.146 -0.334
0.018 0.021 0.123
-0.271 -0.076 0.185
0.200 0.211 0.051
0.599 0.174 0.063
-0.561 -0.120 -0.042
0.169 0.264 0.091
0.227 -0.760 0.676
-0.180 -0.235 -0.384
0.810 -0.033 -0.195
0.124 -0.001 0.090
-0.268 0.094 0.283
-0.141 -0.178 -0.498
0.074 0.201 -0.439
0.052 0.038 -0.152
0.061 -0.258 -0.265
0.103 0.083 0.132
-0.862 -0.413 -0.307
-0.006 -0.026 -0.115
-0.199 -1.199 -0.189
-0.547 0.441 0.329
-0.260 -0.003 -0.341
-0.254 0.197 0.194
0.352 -0.126 -0.411
-0.107 -0.014 0.053
0.090 -0.163 -0.235
0.016 -0.021 0.054
-0.476 0.479 -0.687
0.063 0.252 0.231
-0.591 -0.078 -0.364
0.160 -0.303 -0.177
-0.107 -0.648 0.522
0.314 0.279 -0.177
0.213 -0.392 -0.549
-0.476 -0.164 -0.048
0.153 -0.801 -0.413
0.192 0.268 -0.169
0.152 0.449 0.087
0.146 0.083 -0.317
0.172 -0.155 -0.316
-0.201 -0.197 -0.211
-0.303 0.345 0.878
0.314 -0.177 -0.487
0.220 -0.104 0.109
0.275 0.357 0.100
-0.186 0.015 0.285
-0.051 -0.142 -0.155
0.065 -0.162 0.385
-0.067 0.370 -0.178
-0.180 -0.450 -0.339
-0.630 -0.031 -0.369
0.018 -0.135 0.121
-0.166 0.112 -0.431
0.070 -0.021 -0.221
-0.181 -0.177 0.216
0.097 0.033 0.133
0.200 -0.088 -0.179
0.322 -0.218 0.167
0.182 0.168 0.083
-0.053 0.381 -0.308
-0.041 0.223 -0.098
0.302 -0.188 0.016
0.721 0.230 -0.270
0.128 -0.023 -0.172
0.152 -0.626 0.082
-0.217 0.216 -0.323
0.122 -0.303 -0.152
-0.154 0.009 0.310
-0.320 -0.410 -0.228
0.216 0.046 0.382
-0.063 0.139 -0.108
0.094 -0.353 -0.324
0.042 -0.094 -0.285
-0.109 0.257 -0.011
0.138 0.659 0.490
0.354 0.228 -0.229
-0.209 0.257 0.127
0.214 0.461 -0.940
-0.401 0.124 0.317
0.441 0.169 -0.315
0.236 -0.019 0.240
0.117 0.052 -0.030
0.050 0.224 0.379
0.404 -0.224 -0.252
-0.262 0.305 -0.369
-0.352 0.126 0.119
-0.262 -0.420 -0.336
-0.134 0.180 -0.077
0.041 0.119 -0.295
0.313 0.182 -0.019
0.160 0.032 0.576
0.037 0.175 0.100
-0.389 0.357 -0.091
0.065 0.084 0.016
-0.116 -0.108 0.351
-0.033 -0.432 0.028
-0.083 -0.086 -0.186
-0.447 0.494 0.298
-0.039 0.002 0.220
0.119 -0.158 0.071
0.067 -0.373 0.017
0.408 -0.552 -0.397
0.115 0.285 0.381
-0.090 0.067 0.090
0.090 -0.155 -0.173
0.131 -0.009 -0.174
-0.077 0.053 0.237
-0.384 -0.329 0.038
0.041 -0.440 0.169
0.694 0.134 0.023
-0.254 -0.034 0.134
-0.179 0.381 -0.207
0.127 -0.338 0.221
-0.260 0.118 -0.264
0.369 -0.164 -0.153
0.167 0.244 0.785
0.047 0.062 0.178
0.110 -0.077 0.674
-0.262 -0.276 -0.152
-0.303 -0.386 0.337
-0.201 0.196 0.229
-0.300 0.360 0.233
0.005 -0.075 -0.419
-0.403 0.060 -0.452
-0.091 -0.284 0.338
-0.177 0.385 0.465
-0.052 0.369 0.321
0.387 -0.460 -0.145
0.107 0.440 0.602
-0.272 -0.371 -0.114
0.013 -0.010 -0.063
0.069 -0.456 0.449
0.050 0.455 -0.079
-0.155 0.456 -0.404
0.030 -0.105 -0.151
-0.235 -0.627 -0.137
-0.145 -0.376 0.100
0.161 0.460 0.560
0.127 -0.141 -0.239
-0.041 0.077 -0.265
0.292 0.403 -0.357
-0.186 -0.213 -0.163
-0.285 0.165 -0.466
0.054 -0.091 0.010
-0.087 -0.136 -0.324
0.418 0.051 0.134
-0.416 0.196 -0.355
-0.310 -0.001 -0.041
0.271 0.162 -0.327
0.388 0.364 0.148
0.190 -0.375 0.176
-0.467 -0.122 0.380
0.273 -0.053 0.067
0.261 0.221 -0.050
0.148 0.269 0.264
-0.218 0.205 0.220
-0.018 0.235 -0.164
-0.153 0.330 0.224
-0.063 -0.274 0.233
0.505 0.026 0.084
0.001 -0.129 0.219
-0.218 0.491 -0.186
0.681 0.475 0.328
-0.114 0.014 0.408

Entry 2:
Entry from the Open Molecules 2025 dataset: one molecule with the formula C4H5BrClNS (wB97M-V/def2-TZVPD).

The relative energy (zero: lowest compared OMol25 entry of this formula, charge and spin) comes out at 29.2 kcal per mole. The calculation puts the orbital gap at 8.365 eV. The value obtained for the HOMO energy is -7.75 eV.

Last column: Löwdin charge in e.
Atoms and positions in Å:
Br: 0.2053 -3.2796 -1.0174  0.763
Cl: -1.6668 -1.7672 1.6911  0.406
S: -1.5470 0.6333 -0.2158  0.914
N: 0.1998 0.7461 -0.2157  -0.485
C: 0.8349 1.9734 0.3604  -0.098
C: -1.5089 -1.1657 -0.1191  -0.865
C: 0.8565 -0.4147 -0.4787  -0.208
C: 0.0372 -1.5339 -0.5275  -0.842
H: -2.2051 -1.7038 -0.6828  0.017
H: 0.2218 2.6123 1.0137  0.068
H: 1.9242 -0.4511 -0.2691  0.132
H: 1.6568 1.7013 1.0386  0.085
H: 0.9914 2.6496 -0.5776  0.114

Forces on the atoms, in the same order (eV/Å):
0.761 -0.926 -0.242
-0.233 0.183 -0.974
0.898 -1.071 -0.313
-0.622 1.523 0.940
-0.448 0.548 -1.843
4.280 0.735 1.371
-1.419 -2.253 1.268
-2.346 3.261 0.491
-1.205 -0.465 -0.670
-0.629 -0.827 -0.284
-0.110 0.112 -0.753
0.286 0.170 -0.952
0.787 -0.991 1.960